Below is a single C3H8N4S molecule in a non-equilibrium geometry, with properties calculated with the ωB97M-V functional and the def2-TZVPD basis.

Structure (ORCA input):
```
! RIJCOSX wB97M-V def2-TZVPD def2/J DEFGRID3
* xyz 0 1
C -1.06450 1.36194 -0.19097
N 0.06175 0.67618 0.42847
C 0.40404 -0.61685 -0.02231
N 1.62419 -1.02035 -0.16208
C 2.61973 -0.10033 -0.17480
S 4.19583 -0.29809 0.16716
N -0.62904 -1.43925 -0.32619
N -1.79008 -1.28144 0.40250
H -0.73121 2.29277 -0.67809
H -1.83575 1.57382 0.54653
H -1.48263 0.75424 -0.94760
H 0.79863 1.29264 0.66465
H 2.31130 0.86167 -0.60580
H -0.36999 -2.42492 -0.31717
H -1.69046 -0.90576 1.34593
H -2.42180 -0.72626 -0.13023
*
```

Output
- Frontier orbital gap: 0.3081 hartree
- LUMO energy: 0.0082 hartree
- Molecular weight: 132.2 g mol⁻¹
- SMILES: CN/C(=N\C=S)NN
- ΔE to the lowest compared entry with this formula, charge and spin: 145.8 kJ/mol
- Highest occupied orbital energy: -0.2999 Eh

=====

Below is a 2-piece molecular cluster, C5H13NO3S overall in a non-equilibrium geometry, with properties calculated with the ωB97M-V functional and the def2-TZVPD basis.

Structure (ORCA input):
```
! RIJCOSX wB97M-V def2-TZVPD def2/J DEFGRID3
* xyz 0 1
C -0.74849 -2.44476 0.14304
C 1.47581 -1.10143 -1.11524
C 1.60398 0.65346 0.83932
C -0.40727 -0.98701 0.59580
C 0.85868 -0.54069 0.17318
N 0.19425 3.57143 0.38971
O -2.35916 -0.68838 -1.57714
O -3.13024 -0.67900 0.67754
O -1.88873 1.23407 -0.22782
S -2.26025 -0.09614 -0.27776
H -1.80686 -2.70543 0.29980
H 0.01152 -3.20203 0.36214
H -0.89391 -2.43006 -0.99685
H 2.48750 -0.66842 -1.44854
H 0.70322 -1.01880 -1.93393
H 1.62500 -2.15330 -0.97165
H 2.62323 0.78676 0.40564
H 1.08638 1.61551 1.03959
H 1.77882 0.27906 1.95386
H -0.91023 -0.63947 1.53025
H 0.69317 4.07095 -0.37926
H -0.53967 4.33319 0.58530
H -0.19676 2.81052 -0.06698
*
```

Output
- Frontier orbital gap: 0.3158 hartree
- LUMO energy: -0.0502 hartree
- Molecular weight: 167.2 g mol⁻¹
- ΔE to the lowest compared entry with this formula, charge and spin: 238.9 kJ/mol
- Highest occupied orbital energy: -0.3660 Eh

=====

Below is C34H54CrN2O2Se3Te as an isolated structure in a non-equilibrium geometry, with properties calculated with the ωB97M-V functional and the def2-TZVPD basis.

Structure (ORCA input):
```
! RIJCOSX wB97M-V def2-TZVPD def2/J DEFGRID3
* xyz -2 5
Cr 11.25279 12.60768 15.14818
C 16.50503 12.86828 15.37402
N 15.63832 12.63280 14.21765
C 16.42471 12.41931 13.03803
C 14.73533 13.78823 14.04399
C 13.53953 13.46383 13.15062
N 12.22788 13.92440 13.66429
C 12.31503 15.29465 14.19461
C 10.96661 15.97139 14.49436
C 10.83903 17.31808 14.17497
C 9.71291 18.08391 14.55747
C 8.80629 17.42326 15.36938
C 8.90727 16.07558 15.72870
C 9.93977 15.30019 15.22908
O 9.91644 14.00595 15.30660
C 7.76691 15.55445 16.62024
C 6.45544 15.57356 15.87142
C 7.67227 16.44934 17.88177
C 7.93488 14.13728 17.18674
C 9.44087 19.45213 14.01236
C 10.46537 20.50223 14.45482
C 9.39035 19.43241 12.47361
C 8.07243 19.93130 14.49605
C 11.26524 13.97075 12.52282
C 11.25366 12.76210 11.62160
C 11.59766 12.81402 10.27129
C 11.49182 11.72398 9.42426
C 10.95305 10.56864 9.97986
C 10.63365 10.43234 11.33159
C 10.86865 11.54865 12.19992
O 10.69393 11.45647 13.47292
C 10.23722 9.08209 11.89727
C 11.47318 8.56872 12.68848
C 9.02969 9.14493 12.85796
C 9.87258 8.06744 10.81546
C 11.86493 11.82205 7.94146
C 10.89542 12.76509 7.18187
C 11.83810 10.48528 7.20593
C 13.33102 12.36255 7.73579
H 17.13784 13.77153 15.27021
H 17.17120 12.01421 15.48771
H 15.90655 12.94125 16.27781
H 17.00668 13.32673 12.74355
H 15.73881 12.14524 12.22868
H 17.09699 11.59627 13.15202
H 15.28459 14.64958 13.60629
H 14.34060 14.04488 15.01083
H 13.45834 12.37403 13.05413
H 13.67408 13.89069 12.13746
H 12.85725 15.89471 13.45383
H 12.87495 15.24933 15.13672
H 11.59542 17.77630 13.56209
H 7.91634 17.90445 15.74073
H 6.22370 16.58183 15.47325
H 5.62353 15.28455 16.56099
H 6.49744 14.86138 15.03532
H 7.33755 17.46901 17.63160
H 8.63642 16.53018 18.37596
H 6.94480 16.02298 18.58908
H 7.89278 13.35294 16.43144
H 7.11628 14.00128 17.91104
H 8.90227 14.03111 17.70200
H 11.48080 20.16420 14.26659
H 10.37151 20.65512 15.52191
H 10.26792 21.43826 13.95118
H 10.35105 19.07401 12.08995
H 9.17322 20.44178 12.08840
H 8.63279 18.74351 12.09399
H 8.04867 19.99760 15.58773
H 7.27940 19.25543 14.20670
H 7.84927 20.92207 14.09646
H 11.52194 14.83773 11.89254
H 10.25149 14.06464 12.96882
H 11.90347 13.77448 9.84597
H 10.84112 9.65951 9.36434
H 11.73159 9.25474 13.47490
H 12.32636 8.46832 12.00251
H 11.24050 7.55742 13.08288
H 9.20795 9.87708 13.67536
H 8.88875 8.16877 13.30798
H 8.10978 9.45036 12.35547
H 10.72469 7.81758 10.16859
H 9.06516 8.45487 10.20424
H 9.53480 7.15327 11.30426
H 9.85096 12.43950 7.29983
H 11.05949 12.76683 6.09299
H 10.98512 13.81304 7.48153
H 10.83281 10.01825 7.17241
H 12.44384 9.76055 7.74012
H 12.18930 10.60301 6.18796
H 13.46927 13.30471 8.23416
H 13.52741 12.47754 6.66030
H 14.03600 11.65523 8.16879
Se 12.65076 13.12245 17.03832
Se 9.75377 11.01210 16.70612
Te 11.50126 9.23486 16.71164
Se 13.18792 10.89362 15.86901
*
```

Output
- Frontier orbital gap (spin up / spin down): 0.1317 / 0.1729 hartree
- LUMO energy (spin up / spin down): 0.1460 / 0.1459 hartree
- Molecular weight: 939.3 g mol⁻¹
- Highest occupied orbital energy (spin up / spin down): 0.0143 / -0.0270 Eh

=====

Below is C26H32Cl3N4O3RbS2 as an isolated structure, with properties calculated with the ωB97M-V functional and the def2-TZVPD basis.

Structure (ORCA input):
```
! RIJCOSX wB97M-V def2-TZVPD def2/J DEFGRID3
* xyz 0 1
Rb -0.61189 0.16998 -0.47968
C 0.32913 3.60127 0.46447
C -0.98329 3.92983 1.17547
N -1.93782 2.82701 1.14282
C -2.56693 2.49644 2.41202
C -1.60184 1.94767 3.46351
S -0.71121 0.45789 2.95038
C 1.03849 0.94371 2.94991
C 1.37968 2.27496 2.28672
N 0.90957 2.35483 0.91844
H 0.12805 3.49223 -0.60482
H 0.99753 4.47152 0.57903
H -0.77631 4.19370 2.21513
H -1.39605 4.83992 0.72595
H -2.64885 2.98876 0.44397
H -3.07872 3.35851 2.87052
H -3.33036 1.74206 2.21117
H -0.88035 2.70343 3.77157
H -2.17914 1.70866 4.35791
H 1.42032 0.94033 3.97241
H 1.52578 0.12713 2.40805
H 0.94799 3.09521 2.86275
H 2.46634 2.40863 2.36080
H 1.59660 1.99897 0.26902
Cl 4.48916 -5.40767 -2.96773
C 3.61069 -4.17454 -2.09865
C 2.33483 -3.82552 -2.50138
C 1.66594 -2.84145 -1.79852
Cl 0.04512 -2.41362 -2.35232
C 2.18268 -2.13251 -0.67158
O 1.55904 -1.22068 -0.05571
C 3.50121 -2.56934 -0.33001
Cl 4.25211 -1.78852 1.03155
C 4.19652 -3.54718 -1.00875
H 1.86950 -4.30873 -3.34898
H 5.19320 -3.82116 -0.69126
N 5.81794 0.54550 -4.95860
C 5.20835 1.72760 -4.67349
O 5.65818 2.80230 -5.01225
C 3.91570 1.62684 -3.90966
C 3.51945 2.71551 -3.14655
C 2.34892 2.62098 -2.41550
N 1.56198 1.54181 -2.41166
C 1.93098 0.52028 -3.18321
C 3.09496 0.51083 -3.93621
H 6.72851 0.59592 -5.38322
H 5.56524 -0.29459 -4.46911
H 4.12835 3.60853 -3.12737
H 2.03657 3.45470 -1.79640
H 1.28134 -0.34461 -3.18697
H 3.32587 -0.35806 -4.53852
C 0.32540 -5.45548 1.62307
C -0.75820 -4.43076 1.43897
C -1.30484 -4.19640 0.18013
C -2.23219 -3.18773 -0.01745
C -2.62565 -2.40916 1.05898
C -2.11841 -2.64013 2.32936
C -1.19202 -3.65434 2.51099
S -3.70156 -1.01178 0.77371
C -5.26867 -1.88230 0.64217
O -3.40395 -0.52946 -0.61443
H 0.34196 -6.16594 0.79747
H 0.19916 -6.00825 2.55419
H 1.30167 -4.96605 1.65636
H -0.96773 -4.78352 -0.66528
H -2.61549 -2.96874 -1.00637
H -2.40549 -2.00950 3.16067
H -0.76986 -3.82025 3.49495
H -5.19709 -2.61311 -0.16258
H -6.03761 -1.14459 0.41951
H -5.48084 -2.37743 1.58932
*
```

Output
- Frontier orbital gap: 0.2561 hartree
- LUMO energy: 0.0031 hartree
- Molecular weight: 704.5 g mol⁻¹
- Highest occupied orbital energy: -0.2531 Eh

=====

Below is C33H42Cl3N7O2STl as an isolated structure, with properties calculated with the ωB97M-V functional and the def2-TZVPD basis.

Structure (ORCA input):
```
! RIJCOSX wB97M-V def2-TZVPD def2/J DEFGRID3
* xyz -1 1
Tl 0.83695 -0.05619 -0.62479
N 1.99282 1.66222 1.34369
C 1.38183 1.41624 2.64232
C 1.28929 -0.06963 2.95465
N 0.25545 -0.79391 2.21182
C 0.45921 -2.22920 2.36537
C -0.48963 -3.12267 1.57425
N -0.46776 -3.05262 0.11720
C -1.09625 -0.37943 2.60608
C -2.07721 -0.25548 1.44591
N -1.55650 0.60921 0.40107
H 3.00214 1.59566 1.37094
H 1.70861 2.55306 0.94263
H 0.38527 1.85828 2.60952
H 1.90200 1.90275 3.47564
H 1.14134 -0.20138 4.04151
H 2.25010 -0.53356 2.70428
H 0.36662 -2.51656 3.43056
H 1.48687 -2.45063 2.06163
H -1.51822 -2.96998 1.90665
H -0.23955 -4.14434 1.87366
H -0.88944 -2.21534 -0.27391
H 0.46857 -3.12703 -0.26175
H -1.03770 0.58860 3.10694
H -1.50668 -1.08204 3.34779
H -3.03958 0.08428 1.84488
H -2.26449 -1.23271 1.00026
H -1.65986 1.59480 0.61333
H -2.00044 0.41208 -0.49678
C 7.18381 0.60199 2.39655
C 6.54135 0.21319 1.10500
C 6.81587 0.77747 -0.09576
C 6.09079 0.29919 -1.22196
N 5.18372 -0.63380 -1.15153
C 4.87403 -1.20068 0.05998
S 3.65827 -2.30144 0.28592
N 5.60233 -0.74853 1.14815
C 6.34128 0.89812 -2.57057
H 8.03902 1.24843 2.21907
H 7.51736 -0.27975 2.94544
H 6.46801 1.13782 3.02200
H 7.55280 1.56214 -0.18558
H 5.36270 -1.19738 2.02142
H 7.40676 1.06223 -2.73742
H 5.84216 1.86812 -2.63136
H 5.93042 0.25192 -3.34160
Cl -1.34457 2.98270 -4.13835
C -2.95307 3.62128 -4.05016
C -3.16313 4.94371 -4.38198
C -4.44666 5.47005 -4.35397
C -5.50737 4.64012 -4.04174
C -5.28752 3.30706 -3.72964
Cl -6.69267 2.30129 -3.52648
C -3.99893 2.76445 -3.65092
N -3.71525 1.46629 -3.28747
C -4.27786 0.75317 -2.20898
C -4.93612 1.41034 -1.17725
C -5.45118 0.69602 -0.10677
C -5.28124 -0.67802 -0.04758
C -4.58414 -1.32346 -1.06359
C -4.08086 -0.63678 -2.16021
C -3.26007 -1.32431 -3.21859
C -1.73898 -1.07934 -3.10363
O -1.07025 -1.23554 -4.12541
O -1.34775 -0.71707 -1.95592
H -2.31050 5.55636 -4.64300
H -4.61659 6.51280 -4.58840
H -6.52604 5.00420 -4.06295
H -2.78428 1.16732 -3.53689
H -5.04330 2.48807 -1.21103
H -5.97091 1.22174 0.68552
H -5.67127 -1.24240 0.79067
H -4.42355 -2.39580 -1.01317
H -3.55990 -1.01168 -4.21824
H -3.39154 -2.40620 -3.16119
Cl 0.93767 7.90729 2.79000
C 0.75154 6.54459 1.67989
C -0.46074 5.86840 1.58664
C -0.61350 4.80090 0.72761
C 0.44728 4.32423 -0.12614
C 0.31405 3.21776 -0.95691
C 1.67872 5.06244 0.02018
C 1.81336 6.13009 0.88604
H -1.29428 6.19079 2.20174
H -1.57932 4.30388 0.67405
H 1.10594 2.93920 -1.64795
H -0.64552 2.72318 -1.08712
H 2.52832 4.76794 -0.59074
H 2.75997 6.65599 0.95376
*
```

Output
- Frontier orbital gap: 0.1538 hartree
- LUMO energy: 0.0600 hartree
- Molecular weight: 911.6 g mol⁻¹
- ΔE to the lowest compared entry with this formula, charge and spin: 26.7 kJ/mol
- Highest occupied orbital energy: -0.0938 Eh

=====

Below is a 2-piece molecular cluster, C6H15N2 overall in a non-equilibrium geometry, with properties calculated with the ωB97M-V functional and the def2-TZVPD basis.

Structure (ORCA input):
```
! RIJCOSX wB97M-V def2-TZVPD def2/J DEFGRID3
* xyz 1 1
C -3.19633 0.10744 0.34332
C -2.06462 0.33727 -0.71792
C -0.74557 -0.34239 -0.51791
C 0.35463 0.28794 0.26354
N 1.49906 -0.25270 0.66908
C 2.51057 0.60472 1.10486
C 3.79795 0.27998 0.48066
N -2.93599 -0.16768 1.75216
H -3.94349 0.96037 0.34069
H -3.84811 -0.68154 -0.11278
H -1.83666 1.42712 -0.61859
H -2.47856 0.18527 -1.80775
H -0.49352 -1.29670 -0.93869
H 0.20266 1.45997 0.57039
H 0.81349 -2.94260 -4.96534
H 2.21488 1.67245 0.87973
H 2.63052 0.55906 2.22792
H 4.10566 -0.77063 0.82943
H 4.56400 0.97653 0.82710
H 3.84746 0.38765 -0.63191
H 0.43596 -2.81285 -4.31520
H -3.44647 0.41060 2.40981
H -1.98752 -0.38930 1.92741
*
```

Output
- Frontier orbital gap: 0.2035 hartree
- LUMO energy: -0.2767 hartree
- Molecular weight: 115.2 g mol⁻¹
- ΔE to the lowest compared entry with this formula, charge and spin: 617.9 kJ/mol
- Highest occupied orbital energy: -0.4802 Eh

=====

Below is a single CH4N4 molecule in a non-equilibrium geometry, with properties calculated with the ωB97M-V functional and the def2-TZVPD basis.

Structure (ORCA input):
```
! RIJCOSX wB97M-V def2-TZVPD def2/J DEFGRID3
* xyz 0 1
C -0.00126 -0.86881 -0.31214
N -1.47569 -0.56619 0.01579
N -1.89680 0.49346 0.18399
N 0.79058 0.16240 0.17708
N 0.51861 1.36491 -0.28971
H 0.24527 -1.84135 0.10526
H -0.02074 -0.88261 -1.40301
H 1.09577 0.03904 1.14804
H 0.74426 2.09915 0.37470
*
```

Output
- Frontier orbital gap (spin up / spin down): 0.3199 / 0.3104 hartree
- LUMO energy (spin up / spin down): 0.0249 / 0.0288 hartree
- Molecular weight: 72.1 g mol⁻¹
- ΔE to the lowest compared entry with this formula, charge and spin: 412.4 kJ/mol
- Highest occupied orbital energy (spin up / spin down): -0.2950 / -0.2816 Eh